49
Properties=species:S:1:pos:R:3:nbo_charge:R:1 method="wB97M-V/def2-TZVPD" max_force_ev_per_a=3.17 mol_weight_da=453.0 charge=0 homo_lumo_gap_ha="0.210 / 0.165"
Sr 1.598 0.326 -0.441 1.817
O 2.592 1.695 -2.040 -1.084
O -1.373 -2.016 0.654 -0.464
O 3.040 -1.854 -1.577 -0.494
O -1.193 0.272 1.781 -0.623
O -0.313 -0.124 -2.272 -0.863
O 1.707 3.768 -0.838 -0.625
N 1.013 2.919 -0.153 -0.149
N 2.659 -0.713 4.090 -0.279
N -0.145 -2.124 0.268 -0.064
N 2.010 0.469 4.064 0.172
N -0.527 1.143 0.965 -0.269
N 2.086 -2.134 -0.769 -0.155
N 2.421 0.120 2.017 -0.391
N 1.726 1.131 5.250 -0.604
N 1.889 1.033 2.882 -0.028
C 0.180 -3.332 -0.290 0.125
C 0.025 4.848 1.094 -0.671
C 0.122 3.408 0.731 0.022
C 2.067 -4.471 -1.622 -0.680
C 1.472 -3.343 -0.874 0.147
C -2.618 0.045 -3.117 -0.593
C -0.766 2.425 1.299 0.222
C -1.848 2.848 2.240 -0.686
C -0.773 -4.469 -0.368 -0.676
C 2.890 -0.882 2.772 0.140
H 2.945 1.720 -2.944 0.494
H 0.742 5.418 0.500 0.254
H 0.070 -0.625 -3.018 0.472
H 1.737 -5.430 -1.212 0.223
H -1.214 -0.623 1.266 0.492
H -1.462 -4.358 -1.224 0.234
H -3.177 -0.775 -2.656 0.214
H 1.771 -4.437 -2.681 0.234
H -1.421 3.201 3.193 0.217
H 3.160 -4.420 -1.572 0.246
H -2.436 3.674 1.816 0.225
H -0.241 -5.419 -0.498 0.218
H 1.615 0.455 5.993 0.395
H -2.465 -0.094 -4.190 0.201
H 2.364 2.645 -1.731 0.515
H -3.054 1.022 -2.881 0.218
H -2.508 1.999 2.443 0.250
H 0.234 5.008 2.160 0.208
H 0.923 1.737 5.112 0.394
H -1.408 0.014 -2.563 0.368
H 3.414 -1.753 2.395 0.226
H -1.372 -4.529 0.550 0.249
H -0.984 5.230 0.905 0.208